No. 1
The following is a quantum chemistry calculation of the molecule C30H27NO3, from the OMol25 dataset.

As for the LUMO energy: -1.06 eV. Its HOMO-LUMO gap is 5.5 eV. Its total charge is 0. The value obtained for the HOMO energy is -6.59 eV. For the maximum force, the calculation gives 2.79 eV/A.

```
61
C30H27NO3, DFT ωB97M-V/def2-TZVPD
C -1.305 -0.043 7.200
O -1.878 -0.970 6.252
C -1.533 -0.852 4.944
C -0.589 0.078 4.465
C -0.334 0.151 3.101
C -0.986 -0.662 2.167
C -0.773 -0.584 0.622
C 0.565 -1.159 0.198
C 0.813 -1.643 -1.149
O 0.023 -1.776 -2.099
C 2.264 -2.002 -1.186
C 2.794 -1.911 0.104
C 4.140 -2.163 0.340
C 4.963 -2.485 -0.743
C 4.432 -2.551 -2.050
C 3.070 -2.312 -2.274
C 1.732 -1.395 1.031
O 1.920 -1.186 2.240
C -1.903 -1.607 2.667
C -2.169 -1.716 4.022
H -1.757 -0.339 8.146
H -0.211 -0.139 7.245
H -1.576 0.993 6.953
H -0.021 0.724 5.139
H 0.419 0.880 2.823
H -1.512 -1.284 0.207
H 4.527 -2.097 1.356
H 6.026 -2.674 -0.587
H 5.085 -2.779 -2.890
H 2.627 -2.339 -3.268
H -2.422 -2.270 1.970
H -2.854 -2.464 4.415
C -2.738 -0.028 -4.470
C -3.829 -0.089 -3.397
C -3.145 0.124 -2.037
N -1.805 0.622 -2.356
C -0.903 0.976 -1.458
C -1.003 0.786 0.073
C 0.095 1.722 0.634
C 0.788 2.299 -0.541
C 0.215 1.847 -1.754
C 0.768 2.340 -2.951
C 1.834 3.242 -2.902
C 2.429 3.608 -1.678
C 1.896 3.116 -0.484
C -1.555 0.669 -3.798
H -2.444 -1.022 -4.818
H -3.052 0.558 -5.337
H -4.524 0.741 -3.557
H -4.395 -1.023 -3.424
H -3.685 0.859 -1.418
H -3.077 -0.812 -1.464
H -1.994 1.135 0.405
H -0.312 2.496 1.303
H 0.844 1.140 1.172
H 0.374 2.021 -3.914
H 2.202 3.670 -3.837
H 3.268 4.303 -1.662
H 2.306 3.369 0.496
H -0.604 0.186 -4.050
H -1.530 1.715 -4.138
```

---

No. 2
The following is a quantum chemistry calculation of a cluster of 3 separate species, H6O3 in total, from the OMol25 dataset.

As for the LUMO energy (alpha / beta): -3.87 / -11.56 eV. Its HOMO-LUMO gap (alpha / beta) is 13.3 / 4.4 eV. Its total charge is +1. As for the spin multiplicity: 2. The value obtained for the HOMO energy (alpha / beta) is -17.15 / -15.95 eV. For the maximum force, the calculation gives 2.62 eV/A.

```
9
H6O3, DFT ωB97M-V/def2-TZVPD
O 1.237 2.199 -1.553
H 0.890 3.090 -1.513
H 1.282 1.917 -0.640
O -0.859 0.419 0.605
H -0.327 0.360 1.398
H -0.975 -0.489 0.325
O -0.432 -2.108 0.461
H -0.591 -2.704 1.193
H -0.224 -2.683 -0.276
```

---

No. 3
The following is a quantum chemistry calculation of a cluster of 3 separate species, C32H63F9NO13P3S4 in total, from the OMol25 dataset.

As for the LUMO energy: 0.08 eV. Its HOMO-LUMO gap is 9.1 eV. Its total charge is 0. The value obtained for the HOMO energy is -9.01 eV. For the maximum force, the calculation gives 5.41 eV/A.

```
125
C32H63F9NO13P3S4, DFT ωB97M-V/def2-TZVPD
C 3.841 4.467 0.606
C 3.824 2.931 0.543
S 3.200 2.325 2.139
C 3.552 0.534 2.208
C 2.302 -0.384 2.315
C 2.835 -1.822 1.948
C 2.114 -2.565 0.806
C 2.078 -4.084 1.062
F 1.251 -4.316 2.098
F 3.339 -4.477 1.363
C 1.596 -4.746 -0.259
F 2.649 -4.728 -1.097
F 0.640 -4.028 -0.842
S 1.007 -6.554 -0.133
F 1.894 -6.780 1.157
F 2.202 -7.069 -1.039
F 0.133 -6.368 -1.450
F -0.239 -6.093 0.722
F 0.507 -8.043 -0.022
C 1.097 0.135 1.519
S 1.140 0.258 -0.317
C 2.717 -0.054 -1.077
O 0.179 -0.694 -0.822
O 0.747 1.598 -0.668
N -0.005 -0.686 2.062
C 0.461 -1.346 3.248
O 0.007 -2.330 3.728
C 1.656 -0.470 3.723
C 1.054 0.844 4.309
C 0.537 0.827 5.751
C -0.489 -0.246 6.110
C -0.892 -0.099 7.592
C 0.152 -0.764 8.500
C -0.063 -2.270 8.527
O 1.226 -2.903 8.717
C 1.172 -4.237 8.545
C 2.377 -4.881 7.918
O 0.225 -4.897 8.863
P 2.713 -1.130 5.097
S 4.026 0.163 5.772
H 3.534 4.832 -0.373
H 3.056 4.797 1.286
H 4.812 4.867 0.878
H 3.084 2.668 -0.209
H 4.799 2.513 0.302
H 4.148 0.291 1.331
H 4.202 0.389 3.069
H 2.802 -2.503 2.794
H 3.888 -1.776 1.678
H 2.606 -2.467 -0.158
H 1.078 -2.273 0.663
H 0.760 1.140 1.757
H 2.486 -0.619 -1.980
H 3.212 0.862 -1.383
H 3.407 -0.648 -0.489
H -0.801 -0.095 2.257
H 1.847 1.592 4.264
H 0.251 1.256 3.699
H 1.332 0.862 6.496
H 0.012 1.777 5.888
H -0.136 -1.267 5.977
H -1.397 -0.157 5.507
H -1.892 -0.490 7.777
H -0.913 0.969 7.819
H 1.170 -0.521 8.194
H -0.003 -0.361 9.501
H -0.738 -2.518 9.343
H -0.496 -2.655 7.604
H 2.052 -5.484 7.077
H 3.146 -4.157 7.659
H 2.803 -5.538 8.677
H 3.425 -2.255 4.658
H 1.911 -1.565 6.156
O -1.031 4.255 -5.785
P -0.875 5.169 -4.638
O 0.551 5.925 -4.782
C 0.778 6.766 -5.912
C -0.137 7.978 -5.936
O -0.556 4.205 -3.381
C -0.581 2.782 -3.520
C 0.758 2.239 -3.973
O -1.623 6.248 -3.685
C -2.958 6.690 -3.996
C -3.912 5.547 -4.281
H 0.665 6.184 -6.831
H 1.816 7.089 -5.849
H -1.159 7.688 -6.197
H 0.198 8.697 -6.683
H -0.161 8.465 -4.961
H -1.384 2.477 -4.192
H -0.817 2.367 -2.541
H 1.215 2.833 -4.763
H 0.651 1.215 -4.338
H 1.454 2.235 -3.131
H -2.930 7.380 -4.843
H -3.304 7.258 -3.134
H -3.572 4.941 -5.127
H -4.902 5.934 -4.524
H -3.994 4.887 -3.416
O -4.740 -2.649 -4.210
P -3.685 -1.690 -4.589
O -4.311 -0.198 -4.541
C -4.787 0.312 -3.296
C -3.679 0.484 -2.270
O -3.522 -1.875 -6.191
C -4.251 -2.882 -6.890
C -5.619 -2.391 -7.328
O -2.125 -1.300 -4.421
C -1.295 -1.999 -3.470
C -1.399 -3.509 -3.573
H -5.571 -0.342 -2.906
H -5.239 1.279 -3.516
H -3.347 -0.486 -1.890
H -4.034 1.064 -1.416
H -2.818 0.988 -2.706
H -4.329 -3.786 -6.288
H -3.659 -3.139 -7.770
H -6.113 -1.820 -6.542
H -6.258 -3.231 -7.602
H -5.528 -1.732 -8.193
H -1.540 -1.670 -2.459
H -0.270 -1.684 -3.662
H -2.424 -3.858 -3.409
H -0.764 -3.976 -2.823
H -1.091 -3.853 -4.561
```

---

No. 4
The following is a quantum chemistry calculation of the molecule C5H10O2, from the OMol25 dataset.

As for the LUMO energy: 0.99 eV. Its HOMO-LUMO gap is 10.7 eV. Its total charge is 0. The value obtained for the HOMO energy is -9.70 eV. For the maximum force, the calculation gives 0.33 eV/A.

```
17
C5H10O2, DFT ωB97M-V/def2-TZVPD
C -2.036 -0.532 0.284
C -0.707 0.180 0.435
O 0.212 -0.696 1.086
C 1.535 -0.220 0.846
C 1.443 0.757 -0.344
C 0.022 0.524 -0.866
O -0.047 -0.541 -1.794
H -2.569 -0.578 1.235
H -1.878 -1.556 -0.058
H -2.671 -0.027 -0.448
H -0.836 1.099 1.031
H 2.164 -1.090 0.634
H 1.927 0.270 1.747
H 1.552 1.794 -0.008
H 2.184 0.568 -1.124
H -0.398 1.400 -1.367
H 0.103 -1.353 -1.289
```

---

No. 5
The following is a quantum chemistry calculation of a structure of composition C15H43K2O10, from the OMol25 dataset.

As for the LUMO energy: -4.79 eV. Its HOMO-LUMO gap is 6.8 eV. Its total charge is +1. The value obtained for the HOMO energy is -11.63 eV. For the maximum force, the calculation gives 6.81 eV/A.

```
70
C15H43K2O10, DFT ωB97M-V/def2-TZVPD
K 3.463 -3.403 -1.910
K 4.040 0.445 -1.204
O 1.662 0.244 -0.142
C 0.861 -0.716 -0.572
O -0.282 -0.620 -0.130
O 1.255 -1.576 -1.285
H 0.918 0.818 0.055
C 2.187 4.454 2.241
C 2.584 3.035 2.266
O 3.712 2.786 1.512
H 1.320 4.570 2.891
H 1.898 4.859 1.271
H 3.039 5.015 2.624
H 1.728 2.382 2.097
H 2.928 2.873 3.287
H 3.928 1.864 1.357
C -3.732 -2.428 0.965
C -3.634 -0.910 0.999
O -2.953 -0.442 -0.178
H -4.364 -2.749 1.793
H -2.754 -2.872 1.152
H -4.120 -2.794 0.014
H -3.066 -0.526 1.846
H -4.641 -0.504 1.091
H -2.019 -0.660 -0.187
C 1.614 -1.762 -6.040
C 2.422 -1.193 -4.817
O 3.721 -1.751 -4.792
H 2.042 -1.425 -6.984
H 0.559 -1.489 -6.066
H 1.776 -2.840 -6.030
H 1.956 -1.358 -3.845
H 2.566 -0.135 -5.032
H 4.252 -1.465 -4.045
C 0.242 -1.586 3.314
C -0.019 -0.561 4.433
O -1.186 -0.950 4.987
H -0.517 -1.513 2.536
H 0.417 -2.576 3.736
H 1.287 -1.472 3.024
H -0.008 0.414 3.945
H 0.700 -0.583 5.252
H -1.672 -0.124 5.036
C -0.339 -5.739 0.416
C -0.494 -4.606 -0.562
O 0.750 -4.215 -1.135
H 0.401 -5.589 1.202
H -0.187 -6.718 -0.038
H -1.325 -5.759 0.881
H -0.920 -3.723 -0.084
H -1.181 -4.815 -1.382
H 0.698 -3.282 -1.356
C -2.279 3.933 1.762
C -2.386 2.443 1.420
O -2.318 2.194 0.055
H -2.038 4.045 2.819
H -3.158 4.488 1.432
H -1.425 4.406 1.277
H -3.366 2.089 1.740
H -1.602 1.904 1.952
H -2.419 1.246 -0.059
C -0.035 2.393 -3.076
C 0.016 3.633 -2.137
O 0.294 3.251 -0.750
H 0.933 1.894 -3.036
H -0.241 2.709 -4.099
H -0.887 1.811 -2.724
H -0.981 4.056 -2.260
H 0.850 4.259 -2.454
H -0.469 2.918 -0.272
```

---

No. 6
The following is a quantum chemistry calculation of the molecule C5H9NO, from the OMol25 dataset.

As for the LUMO energy: 0.89 eV. Its HOMO-LUMO gap is 10.9 eV. Its total charge is 0. The value obtained for the HOMO energy is -9.96 eV. For the maximum force, the calculation gives 0.38 eV/A.

```
16
C5H9NO, DFT ωB97M-V/def2-TZVPD
N 2.551 0.558 0.504
C 1.415 0.314 0.003
C 0.874 -1.085 -0.095
C -0.613 -1.198 0.252
C -1.467 0.006 -0.178
C -0.720 1.345 -0.224
O 0.656 1.276 -0.607
H 2.756 1.556 0.430
H 1.056 -1.414 -1.126
H 1.471 -1.717 0.564
H -0.704 -1.322 1.337
H -1.023 -2.111 -0.194
H -1.980 -0.180 -1.127
H -2.248 0.109 0.580
H -0.771 1.838 0.755
H -1.177 2.018 -0.955
```